w:
15
Properties=species:S:1:pos:R:3:mulliken_charge:R:1 method="wB97M-V/def2-TZVPD" homo_ev=-8.43 charge=0 molar_mass_da=100.121
C -2.6602 -0.3595 -0.0192 -0.92
N -0.4168 0.0415 0.4576 -0.38
C -0.7928 -0.4110 -0.6912 0.37
C 1.4589 0.2730 0.2732 0.74
C 2.1275 1.0670 1.1071 -0.99
O 2.0728 -0.4645 -0.7048 -0.50
N -0.5713 -1.1489 -1.6488 -0.61
H 3.0402 -0.3603 -0.6554 0.30
H -0.6520 1.0003 0.6800 0.33
H 0.4209 -1.3205 -1.8239 0.30
H -2.8668 0.0840 0.9495 0.27
H -3.0910 0.2203 -0.8312 0.31
H -2.9015 -1.4173 -0.0448 0.29
H 1.6144 1.7026 1.8175 0.23
H 3.2178 1.0932 1.1343 0.24


x:
15
Properties=species:S:1:pos:R:3:mulliken_charge:R:1 method="wB97M-V/def2-TZVPD" smiles=N#C[C@@H](N)CCO homo_ev=-10.07 charge=0 molar_mass_da=100.121
N -0.1193 1.9059 1.5920 -0.61
C -0.5439 0.9160 1.1744 0.24
C -0.8537 -0.3779 0.5355 0.43
N -1.9230 -0.1738 -0.4383 -0.68
C 0.4352 -0.8704 -0.1690 -0.62
C 1.2799 0.2415 -0.8206 -0.65
O 2.0612 0.9834 0.0929 -0.57
H -1.1140 -1.0771 1.3468 0.26
H -2.1536 -1.0639 -0.8709 0.24
H -2.7657 0.1603 0.0210 0.25
H 0.1272 -1.5962 -0.9367 0.34
H 1.0642 -1.4012 0.5531 0.32
H 0.6234 0.8873 -1.4218 0.33
H 1.9890 -0.2324 -1.5101 0.35
H 1.5116 1.6474 0.5556 0.36


We find x to be the most stable, with the next structure 0.1631 hartree higher.